No. 1
46
Properties=species:S:1:pos:R:3:forces:R:3 method="wB97M-V/def2-TZVPD" e_tot_ha=-2223.225151 total_charge=+1 max_force_ha_per_bohr=0.023 de_lowest_kcal_mol=0.0 homo_energy_ha=-0.4557 lumo_energy_ev=-5.31 gap_ev=7.10
N 1.9209 1.3637 -0.7934 -0.684 0.608 0.271
P 1.0863 1.8766 -2.2056 0.684 -0.779 -0.607
O -0.4232 1.3430 -1.8519 0.152 0.713 0.183
C 1.0367 3.7343 -1.8907 -0.727 -0.245 0.559
C 1.8572 4.5614 -2.5922 0.183 0.153 -0.144
C 1.8372 5.9314 -2.3224 0.496 0.578 -0.311
N 1.0689 6.5228 -1.4419 -0.267 -0.544 0.150
N 0.2745 5.6809 -0.7914 -0.001 0.266 0.138
C 0.2254 4.3772 -0.9534 0.055 -0.586 -0.173
H 1.2468 1.0176 -0.1062 0.124 -0.251 0.010
H 2.3782 2.1450 -0.3338 0.415 -0.196 0.028
H -1.0850 2.0394 -1.8144 -0.365 -0.195 -0.062
H 2.5265 4.1884 -3.3490 0.123 -0.127 -0.198
H 2.5018 6.5796 -2.8661 0.060 0.303 -0.047
H -0.3207 6.1130 -0.0937 -0.018 0.216 -0.005
H -0.4630 3.8189 -0.3415 -0.210 0.100 0.322
O -1.7245 -4.5274 -3.5536 0.168 0.066 -0.123
S -2.9287 -3.8136 -3.2666 -0.262 -0.120 0.253
O -3.2296 -2.6013 -3.9622 0.079 0.061 -0.151
O -2.9889 -3.5350 -1.6987 -0.128 -0.090 0.005
C -1.8404 -2.9096 -1.0969 0.379 0.287 0.190
C -1.7753 -1.4234 -1.3897 -0.108 -0.070 -0.181
C -4.3090 -4.8980 -3.3605 -0.044 -0.042 0.048
H -0.9315 -3.4184 -1.4215 -0.077 -0.062 -0.101
H -1.9454 -3.0802 -0.0272 -0.167 -0.108 -0.032
H -1.5925 -1.2368 -2.4465 0.023 -0.011 0.002
H -0.9718 -0.9640 -0.8175 0.020 -0.066 0.101
H -2.7188 -0.9418 -1.1291 0.012 -0.004 0.066
H -4.0869 -5.7991 -2.7964 0.021 0.003 0.008
H -4.4588 -5.1338 -4.4114 0.050 0.032 -0.026
H -5.1819 -4.3893 -2.9611 0.007 0.028 -0.005
O 0.5410 -0.0381 2.3173 0.042 0.270 -0.304
S 0.7141 -0.1846 3.7354 -0.018 -0.530 0.369
O 1.2611 0.8946 4.4937 0.016 0.264 -0.143
O 1.5422 -1.5046 4.0111 -0.180 0.048 -0.006
C 2.8034 -1.6806 3.3251 0.581 -0.029 -0.202
C 3.9171 -0.8565 3.9392 -0.152 0.188 0.067
C -0.7954 -0.7077 4.4685 -0.059 -0.040 -0.029
H 2.6769 -1.4597 2.2643 -0.139 0.054 0.035
H 3.0280 -2.7408 3.4135 -0.192 -0.035 0.092
H 3.7497 0.2102 3.7950 0.000 -0.005 -0.018
H 4.8695 -1.1182 3.4789 -0.019 -0.076 -0.015
H 3.9806 -1.0368 5.0115 0.038 -0.063 -0.006
H -1.1895 -1.5477 3.9037 0.020 -0.013 -0.004
H -1.4823 0.1345 4.4290 0.036 0.038 -0.015
H -0.6012 -0.9855 5.5005 0.030 0.012 0.010

No. 2
35
Properties=species:S:1:pos:R:3:forces:R:3 method="wB97M-V/def2-TZVPD" e_tot_ha=-811.361532 smiles="CC(C)[C@@H](C)C(C)(C)P(C)(C)=O" total_charge=0 max_force_ha_per_bohr=0.130 de_lowest_kcal_mol=0.0 homo_energy_ha=-0.3397 lumo_energy_ev=0.76 gap_ev=10.00
C 2.5314 -0.8361 1.3262 -0.940 -1.648 0.608
C 2.0595 -0.0273 0.1691 -1.222 1.474 -1.892
C 2.9400 -0.1812 -1.0869 -4.240 1.822 -1.417
C 0.5974 -0.3945 -0.2539 0.507 -1.369 3.309
C 0.4443 -1.9250 0.0252 0.182 1.074 -3.689
C -0.5464 0.5241 0.3910 -0.407 -2.170 -1.893
C -0.6447 1.7437 -0.4753 6.575 -0.830 -0.721
C -0.5422 0.9129 1.8195 -0.801 -0.478 0.425
P -2.1359 -0.4246 0.0896 -1.804 3.712 -1.536
C -3.4515 0.9521 0.3874 0.135 -3.400 1.282
C -2.4713 -0.7063 -1.7440 1.665 2.150 1.125
O -2.4086 -1.6351 0.8236 -0.217 -2.186 1.844
H 2.7046 -1.9068 1.0272 -0.474 0.905 0.341
H 1.7774 -0.7812 2.1409 0.474 -0.344 -0.429
H 3.4501 -0.5776 1.7698 1.288 0.968 0.288
H 1.9288 1.0340 0.4117 0.832 0.052 0.264
H 2.8754 -1.1917 -1.4036 0.154 -0.896 -0.641
H 3.8737 0.1082 -0.9106 4.215 0.759 0.926
H 2.6271 0.5670 -1.9587 0.169 -1.749 1.703
H 0.4603 -0.3303 -1.2997 0.145 0.400 -1.190
H 0.3863 -2.2526 0.9922 -0.065 -0.509 2.522
H -0.4903 -2.1640 -0.4495 -0.225 -0.890 -0.216
H 1.2697 -2.4671 -0.5166 -0.840 0.445 0.521
H -0.4085 1.3205 -1.4504 -0.660 0.990 -0.583
H 0.2957 2.4591 -0.2716 -1.753 -1.495 -0.255
H -1.4213 2.3537 -0.4140 -3.590 2.278 0.193
H -0.2949 0.1221 2.4947 0.929 -0.243 0.504
H -1.5458 1.1371 2.1320 -0.741 0.252 0.025
H -0.0601 1.8556 1.8827 1.197 0.543 0.768
H -3.5845 1.3922 1.3785 0.283 -0.434 0.037
H -3.2419 1.7165 -0.2722 -0.277 1.445 -1.753
H -4.3160 0.2852 0.1686 0.116 1.098 -0.116
H -3.3217 -0.1919 -2.1419 -0.901 0.079 0.269
H -1.6568 -0.1716 -2.2395 0.227 -0.511 -0.365
H -2.4791 -1.7333 -1.9635 0.064 -1.290 -0.257

No. 3
41
Properties=species:S:1:pos:R:3:forces:R:3 method="wB97M-V/def2-TZVPD" e_tot_ha=-2300.365181 total_charge=+2 max_force_ha_per_bohr=0.025 homo_energy_ha=-0.5571 lumo_energy_ev=-5.91 gap_ev=9.25
Pb -1.1132 0.0110 -1.1787 -0.513 0.253 -0.945
C -2.6182 2.2194 1.9836 0.062 -0.114 -0.328
P -1.2452 1.2377 1.2851 0.183 0.276 1.242
C 0.1968 2.3437 1.5011 -0.169 -0.224 -0.218
C -0.9899 -0.0781 2.5671 -0.107 0.213 -0.277
C -0.0297 -1.1697 2.1146 -0.096 0.013 -0.241
P -0.5790 -2.0072 0.5591 0.412 -0.684 1.032
C 0.8114 -3.1284 0.2007 -0.156 0.172 -0.208
C -1.9229 -3.1227 1.0891 0.043 0.276 -0.199
H -2.3468 2.5557 2.9857 0.048 -0.047 -0.028
H -3.5241 1.6206 2.0403 -0.063 -0.014 -0.020
H -2.8074 3.0909 1.3582 -0.030 0.003 -0.001
H 0.2897 2.6343 2.5458 -0.026 0.012 0.058
H 0.0577 3.2365 0.8928 0.017 0.039 -0.018
H 1.1026 1.8353 1.1783 0.062 0.011 0.037
H -1.9718 -0.5036 2.7928 0.008 0.073 0.060
H -0.6167 0.4096 3.4731 -0.106 -0.049 -0.030
H 0.0663 -1.9259 2.8977 0.077 -0.036 -0.073
H 0.9624 -0.7521 1.9258 0.040 -0.075 -0.006
H 1.0408 -3.7369 1.0760 -0.053 0.040 0.029
H 1.6887 -2.5481 -0.0769 0.055 0.010 -0.004
H 0.5486 -3.7857 -0.6262 0.013 -0.034 -0.036
H -1.6109 -3.7033 1.9575 0.050 0.033 0.003
H -2.1583 -3.8051 0.2749 -0.060 -0.027 -0.048
H -2.8183 -2.5536 1.3325 -0.066 -0.032 0.037
Cl -3.9848 -0.8148 -1.6115 -0.532 -0.274 0.516
C -4.2854 -0.5837 -3.3425 -0.096 0.096 -0.557
Cl -2.8070 -0.0870 -4.1845 -0.284 -0.064 -0.093
H -5.0405 0.1976 -3.4454 0.221 -0.189 0.011
H -4.6277 -1.5366 -3.7482 0.105 0.229 0.091
C 4.2562 0.4696 -2.6151 0.382 -0.352 -0.543
N 3.4182 1.1416 -1.6379 0.676 0.190 -0.093
C 3.8597 2.4584 -1.2125 0.195 0.682 0.178
C 2.2414 0.7337 -1.3757 -0.887 -0.343 0.334
N 1.1822 0.3549 -1.0749 0.769 0.053 0.263
H 5.2795 0.4418 -2.2401 -0.087 -0.039 0.019
H 4.2413 1.0208 -3.5564 0.004 -0.038 -0.006
H 3.9084 -0.5467 -2.7841 -0.003 0.025 0.019
H 4.8975 2.3927 -0.8863 -0.074 -0.035 0.031
H 3.2505 2.8234 -0.3893 -0.009 -0.040 -0.001
H 3.7981 3.1599 -2.0454 -0.006 0.010 0.012

No. 4
59
Properties=species:S:1:pos:R:3:forces:R:3 method="wB97M-V/def2-TZVPD" e_tot_ha=-2156.989208 smiles="O=C1OC[C@@H](F)O1.C[N+](=O)[O-].C[N+](=O)[O-].C[N+](=O)[O-].C[N+](=O)[O-].C[N+](=O)[O-].C[N+](=O)[O-].C[N+](=O)[O-]" total_charge=0 max_force_ha_per_bohr=0.040 de_lowest_kcal_mol=21.6 homo_energy_ha=-0.3812 lumo_energy_ev=-0.54 gap_ev=9.83
O 22.1922 -7.4063 11.0828 -0.235 0.037 -0.665
C 23.0785 -6.8007 11.5786 0.539 -1.068 1.286
O 23.0434 -5.5334 11.9673 -1.402 0.889 -0.345
C 24.0799 -5.2392 12.8755 1.300 -0.124 -0.574
C 25.1092 -6.3184 12.4615 -1.024 0.698 0.481
F 25.8292 -6.7953 13.4851 0.174 -0.126 0.273
O 24.2555 -7.3570 11.9908 0.565 0.264 -0.686
H 24.4337 -4.2507 12.5836 0.013 0.037 0.609
H 23.7737 -5.3333 13.9176 -0.135 0.092 -0.094
H 25.7791 -5.8897 11.7155 0.129 -0.659 -0.330
C 15.6053 -8.3691 4.5705 -0.530 0.798 1.333
N 16.2685 -9.4457 3.8137 0.068 0.119 0.545
O 15.8372 -10.5681 3.9182 -0.447 -0.596 0.054
O 17.2293 -9.1364 3.1581 0.411 0.320 -0.466
H 15.1372 -7.6551 3.9044 0.178 -0.071 -0.223
H 16.3070 -7.8450 5.2184 0.550 -0.026 -0.631
H 14.8798 -8.7219 5.3018 -0.193 -0.665 -0.596
C 16.6995 -4.0386 5.9993 -0.217 0.725 0.017
N 16.0002 -5.0123 5.1280 0.338 -1.032 0.253
O 14.9742 -5.4694 5.6059 -0.253 0.285 -0.093
O 16.5018 -5.4179 4.1069 0.153 0.597 -0.231
H 16.8260 -4.5823 6.9254 -0.054 0.251 0.169
H 16.0228 -3.1909 6.0903 -0.099 -0.137 0.294
H 17.6495 -3.6678 5.6340 0.004 -0.514 -0.452
C 22.4104 -4.2096 8.5722 -1.204 -0.340 -0.756
N 22.6332 -5.0780 7.3560 0.695 0.601 1.353
O 23.3134 -4.6006 6.4913 0.410 0.312 -0.957
O 22.1801 -6.1876 7.3700 -0.541 -0.944 0.017
H 22.9760 -4.5643 9.4253 0.345 -0.003 -0.199
H 21.3511 -4.3589 8.7820 0.047 0.270 0.160
H 22.6061 -3.2039 8.2269 0.209 0.128 0.402
C 19.7365 -11.2057 8.2513 1.208 0.567 0.434
N 19.4513 -10.8654 6.8357 0.016 -0.612 -0.025
O 19.8044 -9.7631 6.4732 -0.225 0.069 0.001
O 18.9699 -11.7297 6.1347 -0.093 0.198 -0.006
H 20.8289 -11.2306 8.2913 -0.064 -0.036 -0.006
H 19.3790 -12.1660 8.5967 -0.540 0.058 -0.384
H 19.4546 -10.3493 8.8575 -0.339 -0.183 0.049
C 19.2856 -6.6408 9.0929 0.451 -0.940 -0.483
N 18.7410 -6.2854 7.7519 -1.457 0.247 0.718
O 19.1564 -5.3116 7.1787 0.936 0.310 -0.178
O 17.7405 -6.8870 7.3979 0.119 -0.379 -0.101
H 18.6571 -6.1732 9.8453 0.142 0.386 -0.105
H 20.3446 -6.4060 9.0916 -0.082 0.263 0.261
H 19.1545 -7.7122 9.2081 0.035 0.003 -0.076
C 15.0779 -8.2058 9.9914 -1.303 0.155 -1.594
N 16.3412 -7.9665 10.6715 0.636 -0.080 0.285
O 17.2700 -8.7062 10.4063 -0.155 -0.064 0.075
O 16.4242 -7.0047 11.4117 -0.125 -0.049 -0.055
H 14.1994 -7.8696 10.5310 0.346 0.039 0.496
H 14.9497 -9.2189 9.6224 0.441 -0.214 0.540
H 15.1066 -7.6151 9.0689 0.226 0.178 0.193
C 19.7430 -5.9317 12.7792 0.966 -0.727 0.726
N 19.9970 -4.8030 13.6991 -0.349 1.221 -0.266
O 19.2619 -3.8434 13.6094 -0.446 0.026 -0.009
O 20.9714 -4.8240 14.4173 0.374 -0.559 0.276
H 19.7867 -5.5244 11.7779 -0.134 -0.112 -0.065
H 18.8172 -6.4442 13.0215 -0.223 0.376 -0.101
H 20.5811 -6.5851 13.0068 -0.154 -0.255 -0.549

No. 5
39
Properties=species:S:1:pos:R:3:forces:R:3 method="wB97M-V/def2-TZVPD" e_tot_ha=-730.618571 smiles=CCNC[C@@H](O)COC[C@H](O)CNCC total_charge=0 max_force_ha_per_bohr=0.016 de_lowest_kcal_mol=4.8 homo_energy_ha=-0.3108 lumo_energy_ev=0.88 gap_ev=9.34
C 3.0992 -2.5663 0.2897 -0.011 0.151 0.308
C 2.7943 -1.6153 1.4442 0.049 -0.101 -0.191
N 2.0200 -0.4719 0.9816 0.182 0.191 0.224
C 0.6019 -0.7131 0.7930 -0.102 0.286 0.479
C -0.2225 -0.6888 2.1012 -0.228 -0.401 -0.593
O 0.0850 0.4584 2.8568 0.065 0.374 0.169
C -1.7218 -0.7248 1.7727 0.285 -0.195 0.396
O -2.0521 0.5193 1.1785 0.242 0.000 -0.080
C -3.1951 0.5228 0.3526 -0.191 0.044 -0.547
C -2.8401 0.4385 -1.1502 -0.260 0.399 0.664
O -2.3185 -0.8244 -1.4754 0.190 -0.388 -0.043
C -1.8772 1.5877 -1.5514 -0.197 -0.096 -0.149
N -0.5319 1.0803 -1.7445 -0.080 -0.100 -0.310
C 0.4900 2.1106 -1.8106 0.175 0.016 -0.075
C 1.8615 1.4790 -2.0081 -0.265 0.174 0.089
H 2.1934 -3.0356 -0.0853 -0.077 -0.091 -0.080
H 3.7771 -3.3483 0.6219 0.049 -0.159 -0.021
H 3.5639 -2.0159 -0.5238 0.056 0.040 -0.097
H 3.7381 -1.2298 1.8378 -0.070 -0.049 0.062
H 2.2953 -2.1690 2.2553 0.078 0.028 0.016
H 2.1117 0.2908 1.6482 -0.006 -0.103 -0.114
H 0.2212 0.0807 0.1419 -0.087 -0.262 0.029
H 0.4646 -1.6755 0.2970 -0.082 -0.026 -0.115
H 0.0340 -1.5440 2.7359 -0.092 0.038 -0.074
H -0.3433 1.2003 2.4099 -0.027 0.034 0.052
H -1.9373 -1.5619 1.1011 -0.008 0.046 -0.020
H -2.3065 -0.8529 2.6962 0.064 -0.005 -0.124
H -3.7194 1.4665 0.5375 -0.035 -0.064 -0.026
H -3.8636 -0.3056 0.6099 0.014 0.035 0.012
H -3.7787 0.5235 -1.7089 0.075 0.054 0.090
H -1.3999 -0.8294 -1.1695 0.003 0.057 -0.067
H -1.8422 2.3142 -0.7361 0.003 0.047 -0.079
H -2.2643 2.1026 -2.4459 0.059 0.001 0.126
H -0.4994 0.5264 -2.5974 -0.011 0.087 0.100
H 0.4691 2.6563 -0.8619 -0.010 0.043 -0.048
H 0.2914 2.8374 -2.6184 -0.007 -0.016 0.162
H 1.8964 0.9336 -2.9492 0.048 -0.059 -0.137
H 2.6243 2.2528 -2.0305 0.137 0.041 -0.050
H 2.0813 0.7908 -1.1955 0.071 -0.072 0.062